Record 1
This record from OMol25 describes C26H29HoNOP2Te as an isolated structure at a distorted geometry. The level of theory is ωB97M-V with the def2-TZVPD basis set.

Properties
<S²> = 6.017
Gap between HOMO and LUMO (spin up / spin down) = 5.505 / 6.487 eV
E_tot = -82627.121 eV
HOMO energy (spin up / spin down) = -8.904 / -10.036 eV
LUMO level (spin up / spin down) = -3.40 / -3.55 eV
Relative energy (zero: lowest compared OMol25 entry of this formula, charge and spin) = 3.082 eV

```
! RIJCOSX wB97M-V def2-TZVPD def2/J DEFGRID3
* xyz 1 5
C -2.27562 2.71548 -3.27065
C -1.87517 1.43780 -2.88831
C -0.49143 1.08278 -3.03872
C 0.53931 2.06845 -3.26344
C 0.08737 3.40093 -3.16900
C -1.27071 3.69065 -3.36913
C 1.88120 1.65323 -3.22770
C 2.18452 0.30899 -2.99184
C 1.10976 -0.62706 -2.74673
C 1.35597 -1.97409 -2.33261
C 2.63904 -2.50093 -2.44908
C 3.68909 -1.56849 -2.56439
C 3.46332 -0.18534 -2.60564
H -3.33288 2.95961 -3.46142
H 0.81871 4.15517 -2.90090
H -1.55374 4.72124 -3.62211
H 2.66514 2.41578 -3.13991
H 2.82347 -3.58333 -2.43169
H 4.71689 -1.93956 -2.59840
H 4.21956 0.54096 -2.31753
N -0.15467 -0.16927 -2.69773
Ho 0.41842 0.85042 2.17498
C -2.71368 0.49590 -2.05364
H -2.50263 -0.53538 -2.38776
H -3.79589 0.69597 -2.10676
C 0.21956 -2.62346 -1.57669
H -0.71361 -2.40535 -2.12653
H 0.33699 -3.70979 -1.46343
P -2.13464 0.57582 -0.28552
P 0.01791 -1.93109 0.07574
C 1.25569 -2.81348 1.04914
H 0.94753 -2.81245 2.10530
H 1.24207 -3.82838 0.62173
H 2.24062 -2.33317 0.91332
C -1.51034 -2.81830 0.48163
H -1.15525 -3.85025 0.62491
H -1.97840 -2.43573 1.40084
H -2.18380 -2.76707 -0.39029
C -2.65054 2.26243 0.13812
H -3.71799 2.32981 -0.10296
H -2.48508 2.42764 1.21202
H -2.07168 2.98152 -0.45103
C -3.58439 -0.36703 0.31998
H -3.48568 -0.56240 1.39498
H -4.45134 0.27712 0.11192
H -3.67175 -1.30834 -0.24336
C -1.30238 -0.49998 3.03483
O -2.16251 -1.09146 3.50977
H -0.24708 -0.32660 0.84075
Te 2.95184 0.27585 1.34407
C 2.40472 0.44711 3.43896
C 1.90651 1.75553 3.76510
C 1.11164 1.86759 4.91711
C 1.01883 0.79833 5.81529
C 1.56388 -0.44151 5.48751
C 2.22995 -0.66346 4.28724
H 1.95792 2.57682 3.01853
H 0.68245 2.83625 5.16336
H 0.56157 0.94239 6.79887
H 1.48993 -1.26365 6.19583
H 2.72148 -1.61117 4.03305
*
```

---

Record 2
This record from OMol25 describes an isolated ion of composition C20H28NO and charge +1. The level of theory is ωB97M-V with the def2-TZVPD basis set.

Properties
Gap between HOMO and LUMO = 9.390 eV
E_tot = -24726.423 eV
HOMO energy = -11.510 eV
LUMO level = -2.12 eV
Structure (SMILES) = CCc1ccc(OCCCC[N@@H+](C)Cc2ccccc2)cc1
Relative energy (zero: lowest compared OMol25 entry of this formula, charge and spin) = 0.000 eV

```
! RIJCOSX wB97M-V def2-TZVPD def2/J DEFGRID3
* xyz 1 1
C 4.15176 1.23096 2.90143
H 3.78589 0.26433 3.24179
H 5.01151 1.50490 3.50653
H 3.37255 1.97422 3.05637
C 4.54643 1.16560 1.42402
C 3.37687 0.75849 0.57757
C 3.19225 -0.56668 0.20598
C 2.10329 -0.95323 -0.55554
C 1.18079 0.00052 -0.95409
C 1.33822 1.32712 -0.57984
C 2.43041 1.69664 0.17987
H 2.55617 2.73236 0.45639
H 0.60855 2.05641 -0.89579
O 0.04377 -0.31582 -1.70221
C 0.20206 -1.19077 -2.81829
C -0.56046 -2.50807 -2.65703
H -0.22478 -3.15966 -3.46396
H -0.28034 -2.98547 -1.71558
C -2.08739 -2.37748 -2.74596
H -2.49384 -3.32045 -3.11422
H -2.34829 -1.61415 -3.47952
C -2.77672 -2.11182 -1.40976
N -2.41822 -0.80890 -0.80210
C -3.06700 0.31838 -1.48616
H -2.75421 1.25054 -1.02025
H -4.15031 0.22633 -1.41811
H -2.77484 0.34209 -2.53248
C -2.70415 -0.77528 0.66090
C -1.96100 0.34061 1.34527
C -2.56284 1.57238 1.57510
C -1.85950 2.58399 2.20546
C -0.55489 2.36986 2.61797
C 0.04578 1.14092 2.40379
C -0.65253 0.13226 1.76545
H -0.17999 -0.82687 1.61044
H 1.05532 0.96161 2.73639
H -0.01250 3.15698 3.11764
H -2.33496 3.53596 2.38269
H -3.58997 1.73694 1.28256
H -2.39020 -1.72829 1.09176
H -3.78305 -0.67032 0.79735
H -1.38001 -0.66396 -0.95329
H -3.86146 -2.14792 -1.53530
H -2.49022 -2.90226 -0.71221
H 1.26309 -1.39423 -2.97649
H -0.17277 -0.65137 -3.69616
H 1.98589 -1.98968 -0.83686
H 3.91182 -1.31200 0.50987
H 4.90525 2.14616 1.10709
H 5.35877 0.44815 1.30150
*
```

---

Record 3
This record from OMol25 describes a 2-piece molecular cluster, C3H7NO2S overall at a distorted geometry. The level of theory is ωB97M-V with the def2-TZVPD basis set.

Properties
Gap between HOMO and LUMO = 10.335 eV
E_tot = -19642.796 eV
HOMO energy = -9.975 eV
LUMO level = 0.36 eV
Relative energy (zero: lowest compared OMol25 entry of this formula, charge and spin) = 2.808 eV

```
! RIJCOSX wB97M-V def2-TZVPD def2/J DEFGRID3
* xyz 0 1
C -1.23304 0.36323 0.56954
C -0.23171 0.95170 -0.29445
C 1.13152 1.24335 0.24043
N -0.69172 -0.40316 -0.52928
O 0.23866 -2.91760 -1.41578
O 0.33647 -2.85396 0.98651
S 0.79349 -2.25581 -0.26316
H -0.82013 0.01756 1.40864
H -2.23688 0.48985 0.52422
H -0.54664 1.65604 -1.04528
H 1.35808 0.70507 1.22937
H 1.35422 2.25770 0.38505
H 1.88670 1.02404 -0.49054
H -1.33902 -0.27800 -1.30527
*
```

---

Record 4
This record from OMol25 describes a 8-piece molecular cluster, C42H72BrN3O25P2 overall at a distorted geometry. The level of theory is ωB97M-V with the def2-TZVPD basis set.

Properties
Gap between HOMO and LUMO = 7.435 eV
E_tot = -189001.054 eV
HOMO energy = -8.675 eV
LUMO level = -1.24 eV
Structure (SMILES) = N=[PH2]c1c(CCCC(=O)O)c(CC=O)c2nccnc2c1P(O)Br.CCOC(=O)OC.CCOC(=O)OC.CCOC(=O)OC.CCOC(=O)OC.CCOC(=O)OC.CCOC(=O)OC.CCOC(=O)OC

```
! RIJCOSX wB97M-V def2-TZVPD def2/J DEFGRID3
* xyz 0 1
N 3.25067 -6.55276 3.97804
P 3.09620 -6.90684 2.44321
C 4.29489 -5.97647 1.40188
C 3.88017 -4.79722 0.68589
C 2.43710 -4.34609 0.72453
C 1.45580 -5.25295 -0.04173
C 0.03750 -5.26465 0.57879
C -0.50179 -6.66780 0.73559
O -0.72357 -7.39996 -0.17080
O -0.69217 -7.13083 1.99328
C 4.84980 -4.07570 0.01147
C 4.50073 -2.79849 -0.71729
C 4.69285 -1.62176 0.21318
O 5.31152 -0.64775 -0.07964
C 6.21652 -4.47163 -0.00300
N 7.11280 -3.71066 -0.69741
C 8.34346 -4.13315 -0.64324
C 8.73279 -5.30084 0.04020
N 7.89203 -6.06289 0.68072
C 6.59544 -5.63217 0.68226
C 5.61582 -6.39734 1.37810
P 6.00903 -7.96411 2.29092
O 7.59622 -7.95454 2.59705
Br 5.77599 -9.46024 0.60010
H 3.99694 -5.87498 4.08617
H 3.30589 -8.27700 2.20149
H 1.80744 -6.57967 2.03608
H 2.15012 -4.23371 1.77056
H 2.33756 -3.35969 0.29712
H 1.32555 -4.91458 -1.06490
H 1.82627 -6.27157 -0.09474
H -0.67759 -4.71826 -0.02960
H 0.03703 -4.79550 1.56192
H -0.73795 -6.40168 2.62332
H 3.50297 -2.81534 -1.13957
H 5.17932 -2.61424 -1.54121
H 4.21456 -1.70554 1.20788
H 9.09836 -3.56447 -1.16930
H 9.77535 -5.59057 0.02948
H 8.11087 -8.10515 1.79160
C 13.83655 -8.44114 -2.68589
C 13.39173 -7.13441 -2.06555
O 12.08630 -6.74957 -2.52424
C 11.06821 -7.36958 -1.93221
O 11.14679 -8.18418 -1.04943
O 9.93666 -6.92206 -2.47801
C 8.75618 -7.55077 -1.97186
H 13.77160 -8.38726 -3.77316
H 14.86533 -8.66395 -2.40396
H 13.20314 -9.26433 -2.35738
H 14.05578 -6.32763 -2.36988
H 13.40665 -7.18296 -0.97722
H 8.72735 -7.51177 -0.88677
H 8.70669 -8.58408 -2.31122
H 7.90642 -7.00273 -2.37108
C 3.37500 -3.35713 -7.78429
C 4.33060 -2.88826 -6.70856
O 3.85534 -3.22745 -5.39620
C 4.06309 -4.48648 -5.02150
O 4.61710 -5.34143 -5.66010
O 3.54405 -4.64251 -3.80053
C 3.64327 -5.96882 -3.28297
H 2.37003 -2.98046 -7.59058
H 3.70211 -3.00391 -8.76186
H 3.32099 -4.44496 -7.81105
H 4.40558 -1.80272 -6.71835
H 5.33170 -3.29070 -6.85888
H 4.66949 -6.32868 -3.32961
H 2.98606 -6.64851 -3.82331
H 3.33149 -5.92518 -2.24230
C -5.54292 -4.86594 -0.62626
C -5.74231 -3.82724 -1.70745
O -6.03989 -2.53812 -1.14810
C -4.98564 -1.86922 -0.68858
O -3.84090 -2.24231 -0.71733
O -5.41426 -0.71273 -0.18339
C -4.38855 0.08858 0.40611
H -6.40078 -4.89168 0.04656
H -5.41036 -5.85397 -1.06650
H -4.66250 -4.63533 -0.02741
H -6.59861 -4.08448 -2.32780
H -4.87238 -3.75969 -2.35965
H -3.56111 0.23701 -0.28408
H -4.03317 -0.37216 1.32649
H -4.83156 1.05220 0.64121
C -5.21103 4.93527 -2.76682
C -5.11779 4.22545 -1.43378
O -3.94989 4.62842 -0.70303
C -4.04832 5.79443 -0.06556
O -5.01649 6.50891 -0.03822
O -2.88347 6.03720 0.53299
C -2.81929 7.29593 1.21151
H -4.28862 4.80197 -3.33387
H -6.04376 4.54607 -3.35207
H -5.35858 6.00609 -2.63074
H -5.01413 3.15274 -1.58964
H -6.01404 4.38253 -0.83442
H -3.65143 7.41463 1.90191
H -2.81035 8.10998 0.48832
H -1.88909 7.30452 1.77161
C -4.45883 11.45384 6.45524
C -5.56369 10.44475 6.68214
O -6.55027 10.50010 5.64018
C -6.22648 9.87841 4.50792
O -5.20641 9.27574 4.29451
O -7.22868 10.04226 3.64563
C -6.99088 9.47700 2.35210
H -4.87728 12.45228 6.32375
H -3.77631 11.46582 7.30470
H -3.88904 11.21358 5.55821
H -6.09955 10.67402 7.60146
H -5.16974 9.43266 6.77152
H -6.69498 8.43330 2.42625
H -6.22498 10.04788 1.82991
H -7.92434 9.54456 1.80155
C 0.45120 5.25687 -5.18914
C -0.64271 4.25225 -4.89610
O -1.65063 4.27035 -5.91813
C -1.34681 3.61109 -7.03426
O -0.33140 3.00140 -7.24660
O -2.36590 3.74629 -7.88358
C -2.15447 3.13454 -9.15777
H 0.02386 6.24732 -5.34996
H 1.15522 5.30561 -4.35866
H 0.99902 4.98408 -6.09041
H -1.15425 4.51647 -3.97209
H -0.23995 3.24743 -4.77422
H -1.86259 2.09276 -9.04755
H -1.39466 3.67973 -9.71545
H -3.10033 3.19029 -9.68855
C -8.42362 8.04385 7.30562
C -9.76914 8.68713 7.05429
O -10.76394 8.20583 7.97125
C -10.73263 8.75384 9.18345
O -9.97369 9.60928 9.55923
O -11.69472 8.19160 9.91644
C -11.74483 8.64727 11.26972
H -8.50833 6.95625 7.29820
H -7.71118 8.34791 6.54047
H -8.02782 8.33308 8.27926
H -10.13290 8.42382 6.06303
H -9.70646 9.77343 7.10361
H -11.79156 9.73284 11.31526
H -10.87799 8.28605 11.82093
H -12.64794 8.22855 11.70404
*
```

---

Record 5
This record from OMol25 describes a 7-piece molecular cluster, C4H23N2O7 overall at a distorted geometry. The level of theory is ωB97M-V with the def2-TZVPD basis set.

Properties
Gap between HOMO and LUMO = 10.092 eV
E_tot = -21825.777 eV
HOMO energy = -12.549 eV
LUMO level = -2.46 eV
Relative energy (zero: lowest compared OMol25 entry of this formula, charge and spin) = 5.152 eV

```
! RIJCOSX wB97M-V def2-TZVPD def2/J DEFGRID3
* xyz 1 1
O -0.33140 -0.30365 -2.21742
C 0.33388 -0.00371 -1.20504
N 0.97682 1.22187 -1.14650
C 2.24740 1.29305 -0.30533
C 0.61198 -1.25925 -0.30819
N -0.73256 -1.97130 -0.23870
C -1.85426 -1.04579 0.28855
H 0.82902 1.96385 -1.81444
H 3.05906 0.76212 -0.88181
H 2.77867 2.38238 -0.36631
H 2.30882 1.03663 0.70518
H 1.27158 -1.97433 -1.02198
H 1.21233 -1.23124 0.44981
H -0.61968 -2.79689 0.32127
H -0.92931 -2.13759 -1.29863
H -1.57965 -0.86207 1.41349
H -2.71988 -1.68560 0.29461
H -2.12601 -0.18975 -0.27135
H -0.32876 3.06448 -0.55537
H -0.94452 3.50098 -1.84981
O -0.11404 3.54972 -1.43590
H -1.86367 1.23646 2.08643
H -3.07389 2.03051 1.41337
O -2.23947 1.67944 1.29273
H 0.90684 2.36085 4.60641
H 0.61392 0.92007 5.18536
O 0.71854 1.39897 4.41702
H -1.58979 0.40573 3.85033
H -0.19325 0.58581 3.49463
O -1.08486 0.14913 3.11082
H 3.81556 -3.37373 -1.07861
H 4.11204 -2.01082 -0.53135
O 3.36799 -2.50721 -0.72387
H -1.54774 -1.67540 -3.47021
H -2.25895 -3.06629 -3.40994
O -1.67633 -2.45465 -2.99271
*
```